1.
Entry from the Open Molecules 2025 dataset: a molecular structure, C45H112N7NiO15 (ωB97M-V/def2-TZVPD).

Calculated values
**Kohn-Sham gap (alpha / beta)**: 7.27 / 6.31 eV
**Molecular weight**: 1050.1 g mol⁻¹
**Net charge**: +1
**Spin multiplicity**: 3

Last column: Löwdin charge in e.
Positions of all 180 atoms, in Å:
Ni -15.46 -12.28 7.13  0.847
C -18.18 -11.32 10.74  -0.074
C -17.20 -10.69 9.79  -0.546
C -16.27 -9.78 10.63  -0.066
O -16.62 -11.38 8.70  -0.271
H -18.64 -12.16 10.20  0.057
H -19.03 -10.76 11.13  0.074
H -17.74 -11.90 11.55  0.064
H -17.88 -10.01 9.28  0.104
H -15.55 -10.38 11.19  0.071
H -16.92 -9.18 11.26  0.084
H -15.60 -9.32 9.91  0.069
C -13.53 -9.58 6.74  -0.027
O -13.99 -10.77 7.46  -0.247
C -12.98 -11.24 8.42  -0.162
C -13.59 -12.35 9.27  -0.146
N -14.15 -13.44 8.39  -0.056
C -13.07 -14.29 7.93  -0.173
C -12.32 -15.01 9.04  -0.233
O -11.23 -14.28 9.55  -0.207
C -10.30 -15.10 10.34  -0.043
H -13.53 -8.67 7.34  0.086
H -14.04 -9.47 5.78  0.085
H -12.48 -9.66 6.48  0.092
H -12.63 -10.48 9.12  0.124
H -12.08 -11.55 7.89  0.123
H -14.38 -11.75 9.72  0.098
H -12.97 -12.61 10.12  0.134
H -14.70 -14.00 9.02  0.049
H -12.36 -13.75 7.29  0.126
H -13.39 -15.09 7.27  0.114
H -11.90 -15.92 8.62  0.122
H -13.01 -15.37 9.80  0.128
H -10.90 -15.86 10.84  0.088
H -9.75 -14.44 11.01  0.088
H -9.51 -15.51 9.70  0.086
C -20.76 -3.14 12.73  -0.107
O -21.99 -3.36 12.05  -0.226
C -23.01 -4.07 12.72  -0.185
C -22.78 -5.65 12.61  -0.169
N -23.01 -6.06 11.19  -0.047
C -23.22 -7.56 11.02  -0.159
C -22.06 -8.38 11.51  -0.290
O -22.15 -8.53 12.85  -0.193
C -21.03 -8.91 13.62  -0.081
H -20.21 -4.08 12.74  0.070
H -20.83 -2.53 13.63  0.095
H -20.16 -2.61 11.99  0.064
H -23.82 -3.54 12.23  0.127
H -22.94 -3.79 13.77  0.108
H -23.52 -6.09 13.29  0.117
H -21.76 -5.89 12.88  0.096
H -22.22 -5.69 10.69  0.088
H -23.42 -7.80 9.98  0.101
H -24.11 -7.81 11.61  0.120
H -21.12 -7.86 11.29  0.120
H -22.11 -9.39 11.10  0.121
H -21.32 -9.16 14.64  0.095
H -20.26 -8.15 13.74  0.052
H -20.54 -9.79 13.20  0.072
C -19.70 -12.03 16.91  -0.112
O -20.28 -13.30 17.16  -0.187
C -19.96 -14.40 16.30  -0.201
C -21.10 -14.75 15.34  -0.168
N -21.63 -13.62 14.50  -0.042
C -20.73 -13.37 13.42  -0.234
C -20.62 -14.47 12.38  -0.190
O -19.44 -15.28 12.56  -0.192
C -19.46 -16.44 11.80  -0.136
H -18.81 -11.76 17.49  0.081
H -20.42 -11.23 17.08  0.088
H -19.31 -11.99 15.89  0.067
H -20.03 -15.22 17.02  0.120
H -18.94 -14.36 15.91  0.121
H -21.87 -15.12 16.01  0.116
H -20.74 -15.54 14.68  0.108
H -21.44 -12.89 15.16  0.077
H -19.79 -13.20 13.95  0.100
H -20.86 -12.37 13.00  0.110
H -20.50 -13.94 11.43  0.108
H -21.56 -15.00 12.26  0.131
H -18.67 -17.16 11.99  0.095
H -19.19 -16.13 10.79  0.053
H -20.44 -16.86 11.58  0.094
C -18.43 -7.42 15.32  -0.048
O -18.02 -8.37 14.26  -0.240
C -16.97 -9.26 14.42  -0.192
C -15.67 -8.40 14.26  -0.180
N -14.80 -8.77 13.16  -0.094
C -13.71 -7.88 13.03  -0.218
C -13.10 -8.11 11.65  -0.206
O -11.82 -7.46 11.56  -0.190
C -11.07 -7.51 10.38  -0.117
H -17.61 -6.88 15.79  0.082
H -19.01 -7.94 16.09  0.080
H -19.17 -6.67 15.01  0.075
H -17.12 -9.97 13.61  0.111
H -17.00 -9.78 15.37  0.115
H -15.00 -8.71 15.05  0.110
H -15.74 -7.32 14.39  0.112
H -15.38 -8.89 12.34  0.036
H -12.96 -8.07 13.80  0.139
H -14.10 -6.88 12.89  0.124
H -13.78 -7.91 10.83  0.105
H -12.86 -9.18 11.65  0.114
H -10.64 -8.49 10.19  0.078
H -10.29 -6.75 10.43  0.092
H -11.70 -7.24 9.53  0.072
C -17.20 -10.12 5.68  -0.064
O -16.98 -11.46 5.88  -0.248
C -18.13 -12.24 5.58  -0.141
C -18.01 -13.42 6.61  -0.173
N -16.66 -14.04 6.71  -0.059
C -16.74 -15.37 7.40  -0.137
C -17.06 -15.33 8.88  -0.158
O -15.97 -14.77 9.68  -0.257
C -16.31 -14.64 11.06  -0.046
H -17.58 -10.11 4.66  0.108
H -16.17 -9.76 5.74  0.079
H -17.87 -9.47 6.24  0.102
H -18.23 -12.87 4.70  0.123
H -19.11 -11.76 5.48  0.128
H -18.74 -14.18 6.33  0.119
H -18.51 -13.11 7.52  0.114
H -16.27 -14.34 5.84  0.125
H -15.79 -15.83 7.11  0.122
H -17.54 -16.02 7.05  0.129
H -17.31 -16.29 9.35  0.124
H -17.97 -14.75 9.05  0.113
H -15.47 -14.19 11.59  0.102
H -16.29 -15.67 11.42  0.094
H -17.28 -14.14 11.09  0.078
C -26.98 -8.55 5.20  -0.133
O -25.63 -8.45 4.80  -0.195
C -24.79 -7.64 5.73  -0.179
C -23.47 -7.21 5.08  -0.190
N -22.87 -8.18 4.13  -0.042
C -22.03 -9.22 4.74  -0.205
C -21.60 -9.27 6.21  -0.187
O -20.78 -8.11 6.53  -0.186
C -20.32 -8.09 7.88  -0.096
H -27.16 -8.76 6.26  0.083
H -27.36 -9.43 4.70  0.086
H -27.59 -7.69 4.94  0.087
H -24.59 -8.09 6.70  0.099
H -25.39 -6.78 6.04  0.113
H -22.72 -6.81 5.75  0.113
H -23.83 -6.31 4.59  0.106
H -23.60 -8.72 3.67  0.085
H -21.17 -9.26 4.08  0.103
H -22.62 -10.10 4.48  0.115
H -21.05 -10.21 6.28  0.102
H -22.47 -9.31 6.86  0.113
H -19.41 -8.69 7.83  0.056
H -20.91 -8.60 8.64  0.071
H -19.98 -7.19 8.40  0.082
C -14.73 -1.46 9.05  -0.154
O -14.65 -1.82 10.37  -0.180
C -15.79 -1.54 11.16  -0.184
C -17.19 -2.06 10.66  -0.182
N -16.99 -3.48 10.58  -0.094
C -17.98 -4.43 10.09  -0.181
C -17.38 -5.87 10.21  -0.155
O -17.10 -6.48 8.91  -0.218
C -15.80 -6.32 8.30  -0.088
H -15.67 -1.63 8.52  0.081
H -13.87 -1.80 8.47  0.093
H -14.67 -0.38 8.97  0.087
H -15.94 -0.48 11.39  0.114
H -15.42 -2.00 12.08  0.127
H -17.61 -1.62 9.76  0.111
H -17.95 -2.02 11.45  0.104
H -16.12 -3.66 10.08  0.085
H -18.42 -4.31 9.10  0.119
H -18.81 -4.32 10.78  0.089
H -18.14 -6.50 10.68  0.103
H -16.53 -5.88 10.89  0.115
H -15.09 -7.08 8.63  0.050
H -15.44 -5.33 8.56  0.079
H -15.76 -6.42 7.22  0.082

***

2.
Entry from the Open Molecules 2025 dataset: C5H7N3OS in the gas phase (ωB97M-V/def2-TZVPD).

Calculated values
**Kohn-Sham gap**: 8.98 eV
**Molecular weight**: 157.2 g mol⁻¹

Last column: natural (NBO) charge in e.
Positions of all 17 atoms, in Å:
C 3.66 0.20 0.26  -0.732
C 2.26 -0.30 -0.13  0.692
C -0.10 0.48 -0.32  0.179
C -2.47 -0.13 0.01  0.003
C -3.71 -0.78 0.01  -0.711
H 4.17 -0.75 0.54  0.250
H 3.73 0.77 1.12  0.235
H 4.04 0.42 -0.82  0.255
H 1.53 1.71 -0.08  0.434
H -4.10 -1.77 -0.57  0.257
H -4.37 0.16 0.00  0.265
H -3.89 -0.99 1.03  0.240
N 1.27 0.68 -0.22  -0.646
N -0.92 1.57 -0.11  -0.292
N -2.24 1.24 -0.25  -0.239
O 2.10 -1.48 -0.42  -0.588
S -0.96 -1.04 -0.04  0.401

***

3.
Entry from the Open Molecules 2025 dataset: a molecular structure, C27H52P2SiSn (ωB97M-V/def2-TZVPD).

Calculated values
**Kohn-Sham gap (alpha / beta)**: 4.72 / 4.75 eV
**Molecular weight**: 585.5 g mol⁻¹
**Net charge**: +2

Last column: Löwdin charge in e.
Positions of all 83 atoms, in Å:
Sn 2.72 -3.61 -2.59  1.302
C 1.49 2.05 -0.46  -0.197
C 0.51 1.80 -1.49  -0.201
C -0.57 2.77 0.32  -0.189
C 0.81 2.64 0.64  -0.224
C -0.76 2.25 -0.99  -0.207
C 2.91 1.73 -0.54  -0.033
H 3.27 1.78 -1.58  0.090
H 3.13 0.72 -0.16  0.083
H 3.51 2.44 0.05  0.092
C 1.44 3.02 1.93  -0.042
H 2.46 3.37 1.77  0.078
H 1.49 2.16 2.62  0.076
H 0.87 3.82 2.42  0.078
C -1.62 3.29 1.20  -0.015
H -1.21 4.06 1.88  0.092
H -2.07 2.50 1.82  0.073
H -2.42 3.75 0.61  0.089
C -2.04 2.18 -1.72  -0.043
H -2.67 3.04 -1.46  0.085
H -2.61 1.27 -1.46  0.071
H -1.88 2.18 -2.80  0.080
C 0.78 1.21 -2.80  -0.048
H 1.32 1.92 -3.46  0.103
H -0.15 0.93 -3.30  0.076
H 1.41 0.31 -2.72  0.056
C 2.53 -5.66 -1.86  -0.239
C 3.49 -5.44 -2.87  -0.357
C 3.25 -5.66 -4.29  -0.186
C 2.17 -4.77 -5.11  -0.156
C 1.55 -3.65 -4.32  -0.228
C 0.82 -3.99 -3.10  -0.320
C 0.28 -5.37 -2.85  -0.183
C 1.26 -6.37 -2.31  -0.234
H 2.99 -6.73 -4.42  0.131
H 1.44 -5.51 -5.51  0.128
H 4.24 -5.50 -4.73  0.129
H 1.53 -7.08 -3.11  0.125
H 2.89 -6.19 -0.98  0.113
H 4.48 -5.27 -2.46  0.128
H 0.79 -7.03 -1.56  0.085
H -0.45 -5.18 -2.01  0.096
H 0.53 -3.29 -2.26  0.076
H -0.16 -5.86 -3.74  0.145
H 2.70 -4.53 -6.05  0.132
H 1.35 -2.80 -4.98  0.141
P 0.72 -5.61 0.73  0.972
P -2.02 -3.02 0.93  0.882
C -1.03 -5.90 0.98  -0.510
C -2.14 -4.86 0.57  -0.337
H -0.98 -6.23 2.06  0.087
H -1.14 -6.77 0.21  0.099
H -2.38 -4.96 -0.54  0.098
H -2.99 -5.23 1.18  0.088
C -3.76 -2.65 1.33  -0.209
H -4.04 -1.72 0.83  0.065
H -3.88 -2.53 2.41  0.063
H -4.42 -3.46 0.98  0.068
C -1.82 -2.21 -0.70  -0.213
H -2.31 -2.81 -1.47  0.067
H -0.76 -2.10 -0.95  0.029
H -2.29 -1.21 -0.64  0.052
C 1.92 -4.32 1.51  -0.353
H 2.43 -3.62 0.75  0.026
H 2.79 -4.87 1.99  0.056
H 1.47 -3.72 2.33  -0.027
C 3.87 -1.85 -2.34  -0.151
H 3.22 -1.03 -2.00  -0.010
H 4.19 -1.82 -3.39  0.019
H 4.64 -2.18 -1.63  0.027
C -0.49 -2.58 3.87  -0.186
Si -0.74 -1.72 2.24  0.458
C -1.70 -0.10 2.36  -0.178
C 0.90 -1.25 1.43  -0.180
H -1.42 -3.01 4.26  0.045
H -0.13 -1.83 4.59  0.059
H 0.26 -3.38 3.81  0.019
H -2.67 -0.21 2.87  0.048
H -1.09 0.61 2.94  0.060
H -1.87 0.36 1.38  0.029
H 1.71 -1.37 2.16  0.057
H 1.15 -1.85 0.54  0.002
H 0.89 -0.20 1.12  0.029

***

4.
Entry from the Open Molecules 2025 dataset: 2 unconnected molecules or ions with the total composition C4H11OS (ωB97M-V/def2-TZVPD).

Calculated values
**Kohn-Sham gap**: 6.52 eV
**Molecular weight**: 107.2 g mol⁻¹
**Net charge**: -1

Last column: natural (NBO) charge in e.
Positions of all 17 atoms, in Å:
C 1.80 1.34 0.37  -0.632
C 2.44 0.06 -0.18  -0.514
S 1.37 -1.41 -0.35  -0.635
H 0.86 1.45 -0.21  0.204
H 1.39 1.16 1.37  0.196
H 2.40 2.25 0.41  0.179
H 3.27 -0.20 0.49  0.165
H 2.98 0.30 -1.09  0.167
H -0.43 -0.64 0.40  0.528
C -2.50 0.39 0.63  -0.033
O -1.42 -0.47 0.50  -0.885
C -2.91 1.08 -0.64  -0.643
H -3.32 -0.20 1.03  0.157
H -2.11 1.14 1.36  0.145
H -3.09 2.17 -0.54  0.187
H -2.22 1.12 -1.49  0.228
H -3.82 0.68 -1.09  0.186